[1]
DFT (ωB97M-V/def2-TZVPD) results for a single C6H15NOS molecule.

Values from the calculation:
E_tot = -20831.8390 eV
Energy relative to the best compared isomer or geometry (same formula, charge and spin) = 6.5183 eV
Frontier orbital gap (spin up / spin down) = 9.465 / 9.466 eV

ORCA input file:
```
! wB97M-V def2-TZVPD RIJCOSX def2/J DEFGRID3
* xyz 0 1
C -1.2761 0.5226 1.6490
C 0.4062 -1.3328 2.4277
C -0.2521 0.0438 -2.7850
C 0.6580 1.9344 -1.1814
C -0.6276 -0.8973 1.3808
C -0.1575 0.6204 -1.3999
N 1.8802 -0.2824 0.0023
O -0.0380 -2.5109 -0.9640
S 0.4242 -0.6963 -0.1469
H -1.2070 0.9663 2.6115
H -0.7602 1.1501 0.9001
H -2.3687 0.4839 1.6417
H -0.1180 -1.4462 3.4588
H 1.2041 -0.6388 2.5093
H 0.8454 -2.3384 2.0017
H 0.6161 -0.1842 -3.3388
H -0.5521 -1.0295 -2.6597
H -0.9863 0.5568 -3.4884
H 1.2343 2.0904 -2.1102
H 1.2535 2.0243 -0.2424
H -0.1076 2.7390 -1.0419
H -1.3177 -1.7894 1.1119
H -1.1552 0.8668 -0.9380
H 2.4021 -0.8524 0.6017
*
```

These are the Löwdin partial charges, in e, on atoms 1 to 6: -0.0754, -0.1390, -0.1181, -0.1135, -0.4633, -0.4611

=====

[2]
DFT (ωB97M-V/def2-TZVPD) results for 2 unconnected molecules or ions with the total composition C6H15NOS.

Values from the calculation:
E_tot = -20832.0458 eV
<S²> = 2.011
Energy relative to the best compared isomer or geometry (same formula, charge and spin) = 0.0000 eV
Frontier orbital gap (spin up / spin down) = 8.674 / 7.776 eV

ORCA input file:
```
! wB97M-V def2-TZVPD RIJCOSX def2/J DEFGRID3
* xyz 0 3
C -2.7795 -0.4973 1.2660
C 1.1792 -1.3569 0.6260
C 2.7006 0.4320 -0.3795
C 0.7065 0.9629 1.2222
C -3.1930 0.7582 -1.0019
C 1.2142 0.0736 0.0173
N 0.3861 0.1452 -1.1113
O -2.5467 -1.7677 -0.9542
S -2.1898 -0.4677 -0.3239
H -2.7699 -1.4333 1.8103
H -2.5839 0.3747 1.9433
H 2.0232 -1.6155 1.2204
H 0.2751 -1.5618 1.1420
H 1.1772 -2.0875 -0.2928
H 2.9798 0.3141 -1.4884
H 3.3816 -0.2191 0.1154
H 2.7490 1.4522 -0.0756
H 1.2062 0.6196 2.1854
H 0.8907 1.9020 1.0943
H -0.3392 0.6345 1.3089
H -4.3148 0.5464 -0.8566
H -2.7765 1.6960 -0.6109
H -2.9553 0.8281 -2.0891
H 0.8968 -0.5803 -1.6478
*
```

These are the Löwdin partial charges, in e, on atoms 1 to 6: -0.1975, -0.0585, -0.0176, -0.0300, -0.2838, -0.7069

=====

[3]
DFT (ωB97M-V/def2-TZVPD) results for 2 unconnected molecules or ions with the total composition C6H15NP.

Values from the calculation:
E_tot = -17232.0892 eV
Energy relative to the best compared isomer or geometry (same formula, charge and spin) = 4.5908 eV
Frontier orbital gap = 7.769 eV

ORCA input file:
```
! wB97M-V def2-TZVPD RIJCOSX def2/J DEFGRID3
* xyz 1 1
C 0.4366 2.4623 -0.2382
C 0.9302 1.5315 0.5757
C 2.3607 -1.3668 -0.3783
C -2.5129 0.6870 0.2997
C -1.5668 -2.0989 0.2500
C 0.4305 0.1765 0.6786
N 1.5196 -0.8918 0.7878
P -1.1280 -0.4655 0.1649
H 0.6866 3.4360 -0.1662
H -0.3386 2.2452 -0.9848
H 1.7279 1.9606 1.2116
H 3.0642 -1.9392 0.0874
H 1.6121 -1.8391 -1.1097
H 2.7028 -0.4474 -0.8220
H -3.3780 0.2447 0.8888
H -3.1103 0.8566 -0.6097
H -2.0813 1.7768 0.5073
H -0.7612 -2.7833 0.2248
H -0.8600 0.1466 -2.4775
H -2.5391 -2.1564 0.5095
H -0.2547 0.5448 -2.2368
H 0.9097 -1.5645 1.2264
H 2.1501 -0.5157 1.6105
*
```

These are the Löwdin partial charges, in e, on atoms 1 to 6: 0.0000, -0.2181, 0.0388, -0.2278, -0.1802, -0.3978

=====

[4]
DFT (ωB97M-V/def2-TZVPD) results for 2 unconnected molecules or ions with the total composition C6H15NP.

Values from the calculation:
E_tot = -17232.5636 eV
Energy relative to the best compared isomer or geometry (same formula, charge and spin) = 4.1163 eV
Frontier orbital gap (spin up / spin down) = 7.863 / 9.217 eV

ORCA input file:
```
! wB97M-V def2-TZVPD RIJCOSX def2/J DEFGRID3
* xyz 1 1
C -1.0974 1.2465 0.8321
C -1.6481 -0.0827 0.5218
C -0.5509 0.5630 -0.3834
C -2.9651 -0.2376 -0.2518
C 2.2549 1.1542 -1.3755
C 1.8466 0.1231 1.3982
N 0.7051 -3.2140 -0.9367
P 1.2362 -0.0022 -0.3135
H -1.5025 2.1460 0.5005
H -0.4076 1.3348 1.7271
H -1.4826 -0.7969 1.2321
H -0.9730 0.7793 -1.3772
H -3.3452 0.7428 -0.6139
H -3.8385 -0.5823 0.4571
H -2.8937 -0.9765 -0.9937
H 1.6022 2.0446 -1.5067
H 2.6208 0.7137 -2.3728
H 3.0936 1.2766 -0.6923
H 2.9043 0.1912 1.3193
H 1.4680 -0.6687 1.9624
H 1.5574 1.1065 1.8763
H -0.2009 -3.2654 -0.4132
H 1.6164 -3.5961 -0.5961
*
```

These are the Löwdin partial charges, in e, on atoms 1 to 6: -0.1152, -0.2930, -0.3531, -0.0526, -0.1962, -0.2178

=====

[5]
DFT (ωB97M-V/def2-TZVPD) results for 2 unconnected molecules or ions with the total composition C6H15NS.

Values from the calculation:
E_tot = -18787.6997 eV
Energy relative to the best compared isomer or geometry (same formula, charge and spin) = 2.8898 eV
Frontier orbital gap = 7.626 eV

ORCA input file:
```
! wB97M-V def2-TZVPD RIJCOSX def2/J DEFGRID3
* xyz 0 1
C -0.6167 -1.9595 -0.5401
C -1.9495 -1.2893 -0.2001
S -3.3324 -2.2891 -0.6653
C 0.5930 -1.2149 -0.0071
N 0.7423 0.1003 -0.6621
C 1.6853 2.3187 -0.6307
C 1.1931 1.1719 0.2413
C 0.0217 1.6335 1.1143
H -0.6964 -3.0286 -0.1070
H -0.5666 -2.0513 -1.6207
H -2.0870 -0.3308 -0.7294
H -1.9894 -1.0540 0.9200
H -2.9260 -3.1326 1.1685
H 0.4319 -1.0492 1.0784
H 1.4847 -1.7828 -0.1333
H 1.3627 0.0048 -1.4936
H 2.5606 2.0413 -1.2236
H 0.9132 2.6632 -1.3629
H 2.0166 3.1777 -0.0577
H 2.0421 0.8013 0.9044
H 0.2947 2.4794 1.7735
H -0.3589 0.8147 1.7186
H -0.8189 1.9755 0.5145
*
```

These are the Löwdin partial charges, in e, on atoms 1 to 6: -0.3041, -0.7718, 0.6051, -0.2433, -0.0556, -0.0900

=====

[6]
DFT (ωB97M-V/def2-TZVPD) results for a single C6H15NS molecule.

Values from the calculation:
E_tot = -18787.2321 eV
Energy relative to the best compared isomer or geometry (same formula, charge and spin) = 3.3575 eV
Frontier orbital gap = 9.617 eV

ORCA input file:
```
! wB97M-V def2-TZVPD RIJCOSX def2/J DEFGRID3
* xyz 0 1
C -0.4311 -1.0740 1.0088
C -1.8996 -0.8720 1.5176
C -2.9628 -0.4021 0.5126
S -3.3203 1.3348 1.2573
C 0.1002 0.0582 -0.0486
N 1.4866 0.1339 0.0738
C 2.1622 1.1534 -0.8762
C 3.2436 0.4307 -1.8263
H 0.1754 -1.0503 1.7743
H -0.3975 -2.1118 0.5870
H -2.0127 -0.4056 2.4496
H -2.1643 -1.9566 1.8433
H -2.3558 -0.6091 -0.6241
H -3.9857 -0.8798 0.6531
H -3.3640 1.9366 0.1525
H -0.2855 -0.0419 -1.0270
H -0.2883 1.0112 0.4635
H 1.8438 -0.8393 -0.1138
H 2.6706 1.8438 -0.1563
H 1.4264 1.6196 -1.5465
H 3.5658 -0.6052 -1.4458
H 4.0928 1.0230 -1.7439
H 2.7001 0.3027 -2.8848
*
```

These are the Löwdin partial charges, in e, on atoms 1 to 6: -0.1504, -0.3686, -0.4621, 0.6904, -0.2866, -0.1278